{"formula": "C7H11NO4S", "method": "ωB97M-V with the def2-TZVPD basis set", "homo_lumo_gap_ev": 8.323, "total_charge": 0, "e_above_lowest_kcal_mol": 27.1, "e_lumo_ev": -0.743, "elements": ["C", "C", "C", "C", "C", "C", "C", "N", "O", "O", "O", "O", "S", "H", "H", "H", "H", "H", "H", "H", "H", "H", "H", "H"], "xyz": [[-0.9538, -2.3081, 1.2195], [0.4051, -1.9116, 1.4099], [-1.6353, -1.8823, 0.1461], [1.0125, -1.0270, 0.5835], [-1.0381, -0.9790, -0.8635], [0.3234, -0.4566, -0.5234], [0.2846, 1.0168, -2.4297], [0.9713, 0.3252, -1.3664], [0.0526, 3.2170, 1.7279], [1.6484, 1.7939, 0.5854], [0.3734, 0.8905, 2.4420], [-0.7423, 1.3777, 0.3327], [0.3462, 1.7036, 1.2567], [-1.4181, -2.9510, 1.9538], [0.9452, -2.3240, 2.2473], [-2.6611, -2.1774, -0.0202], [2.0271, -0.7099, 0.7622], [-1.0328, -1.4636, -1.8483], [-1.6927, -0.1033, -0.9556], [-0.4780, 1.6726, -1.9999], [1.0078, 1.6131, -2.9799], [-0.1925, 0.3104, -3.1099], [0.8089, 3.4468, 2.2649], [1.6382, 0.9262, -0.8352]], "forces_ev_per_angstrom": [[-0.759, -0.068, -0.273], [0.423, 0.489, -0.599], [0.146, -0.227, 0.351], [0.347, -0.540, 0.518], [0.011, 0.288, -0.034], [-0.192, -1.117, -1.404], [-0.207, 0.047, -0.213], [0.062, -0.144, 0.410], [-0.599, -0.472, -0.544], [0.123, 0.350, 0.331], [-0.046, 0.271, 0.273], [0.159, 0.881, 0.933], [-0.189, 0.528, 0.410], [-0.042, -0.031, -0.027], [0.149, 0.034, 0.075], [-0.060, -0.074, 0.017], [0.067, -0.002, 0.028], [0.080, 0.003, 0.018], [0.067, -0.141, -0.162], [0.015, 0.006, -0.080], [-0.033, -0.041, -0.031], [0.067, 0.035, -0.035], [0.424, 0.341, 0.408], [-0.014, -0.419, -0.370]]}